1.
Below is a cluster of 11 separate species, C15H52N12O11 in total, with properties calculated with ωB97M-V with the def2-TZVPD basis set.

Geometry as XYZ:
```
90
Properties=species:S:1:pos:R:3:forces:R:3
N 2.460 1.152 -0.924 -1.8 -1.6 0.8
C 3.527 1.663 -1.436 -0.1 1.0 -9.5
N 4.330 2.135 -0.517 4.1 3.9 2.5
O 3.778 1.823 -2.823 -1.0 -1.0 7.7
H 1.846 0.746 -1.567 -1.2 -0.7 -1.3
H 2.510 0.601 -0.048 0.3 0.2 0.1
H 5.045 2.699 -0.991 0.0 -0.4 0.2
H 3.975 2.750 0.262 -0.1 -1.4 -1.1
N 0.462 -2.342 3.317 -0.9 0.1 4.8
C 0.427 -2.970 2.165 -2.0 -5.8 -2.8
N 1.127 -2.361 1.191 0.3 -0.7 -1.6
O -0.201 -4.119 1.957 2.8 4.3 0.9
H 0.079 -2.879 4.160 0.6 1.1 -2.0
H 0.445 -1.291 3.339 0.8 -0.9 -0.2
H 1.461 -2.886 0.311 -1.1 0.8 2.1
H 1.712 -1.565 1.379 0.4 0.0 0.7
N -1.096 4.030 0.459 -5.9 2.0 2.5
C -0.287 2.977 0.335 -1.6 -4.6 1.9
N 0.854 3.317 -0.252 1.9 -1.0 -0.2
O -0.653 1.722 0.724 2.3 5.9 -2.3
H -2.146 3.877 0.834 3.4 -0.3 -1.1
H -0.827 4.921 0.905 0.6 -0.9 -0.8
H 1.446 2.493 -0.465 0.0 0.9 0.1
H 1.209 4.279 -0.398 -0.9 -1.2 0.1
N 2.310 -2.036 -2.153 3.3 4.1 -2.4
C 1.515 -3.018 -1.856 -6.5 -1.3 -6.2
N 1.999 -3.719 -0.902 1.5 -5.1 3.8
O 0.345 -3.389 -2.494 5.4 2.5 3.5
H 2.011 -1.201 -2.701 0.0 -1.2 0.2
H 3.366 -2.119 -2.071 -2.2 0.1 0.2
H 1.354 -4.465 -0.607 0.9 -0.1 -0.2
H 3.014 -3.763 -0.643 -1.7 0.1 -0.4
N 4.502 -2.071 1.782 0.4 -0.2 0.7
C 4.315 -0.901 1.108 -5.1 -1.6 0.9
N 5.311 -0.350 0.431 -0.8 3.4 -1.0
O 2.999 -0.563 1.074 5.8 0.6 -0.3
H 3.749 -2.383 2.405 0.4 0.4 -0.6
H 5.423 -2.391 2.052 -0.1 0.2 -0.2
H 5.026 0.666 0.096 0.9 -2.1 0.5
H 6.311 -0.494 0.543 -0.6 -0.5 0.4
N -4.270 1.715 0.153 -1.9 2.6 -4.4
C -4.255 1.082 1.254 -7.5 -3.0 4.8
N -3.135 0.882 1.801 4.4 -2.3 4.2
O -5.450 0.642 1.896 5.3 2.2 -3.3
H -5.213 1.911 -0.152 0.2 0.0 -0.3
H -3.508 2.053 -0.431 0.0 -0.4 0.4
H -3.115 0.248 2.629 -0.2 0.9 -1.1
H -2.189 1.077 1.456 -0.8 0.3 -0.5
C 0.116 0.579 5.086 0.8 2.0 -0.2
C -0.166 1.187 3.665 0.8 -0.7 1.2
O 0.415 0.264 2.783 0.5 -1.3 1.0
H 1.179 0.367 5.396 -0.8 0.5 -0.9
H -0.411 -0.324 5.196 -0.9 -1.2 0.1
H -0.267 1.292 5.821 -0.1 -0.2 0.1
H 0.347 2.133 3.516 -0.2 0.4 0.3
H -1.253 1.286 3.517 0.4 0.0 0.1
H 0.502 0.517 1.883 -0.5 1.0 -1.4
C 0.710 0.882 -5.329 0.8 0.4 1.5
C 0.172 -0.247 -4.436 -1.7 1.1 -2.1
O 0.757 0.079 -3.260 0.3 0.4 3.7
H 0.324 1.880 -5.143 -0.9 -0.1 0.5
H 0.600 0.742 -6.332 -0.4 -0.7 -2.9
H 1.771 1.111 -5.139 -0.1 -0.9 0.1
H 0.432 -1.263 -4.676 0.3 -0.4 -0.8
H -0.976 -0.256 -4.407 1.4 0.2 0.1
H 0.216 -0.201 -2.505 0.2 -0.2 0.1
C -4.316 -2.258 2.628 0.4 1.1 -1.1
C -2.788 -2.317 2.507 -0.2 -3.3 0.5
O -2.076 -1.324 3.158 0.9 1.6 0.3
H -4.643 -1.713 1.655 -0.3 -1.1 2.0
H -4.579 -1.629 3.522 -0.1 -0.7 -0.9
H -4.671 -3.323 2.740 0.0 1.3 -0.3
H -2.488 -2.462 1.442 -0.1 0.2 0.6
H -2.453 -3.220 3.077 -0.4 0.0 -1.0
H -1.152 -1.664 3.167 -1.3 0.6 0.0
C -3.108 1.994 -4.417 0.1 -0.2 -0.9
C -2.375 1.634 -3.078 1.1 1.5 -3.1
O -2.567 2.551 -2.032 -0.7 -0.1 0.8
H -4.143 2.320 -4.327 -0.1 0.0 0.3
H -3.115 1.104 -5.081 -0.1 0.3 0.5
H -2.578 2.758 -5.074 -0.4 -0.6 1.3
H -1.362 1.816 -3.440 0.5 -0.8 0.5
H -2.463 0.575 -2.843 -0.5 0.5 0.6
H -2.028 3.335 -2.178 0.0 -0.2 -0.1
C -1.241 -1.025 -0.778 0.0 -2.3 0.8
O 0.091 -0.691 -0.525 1.2 0.6 -0.8
H -1.400 -2.146 -0.831 0.3 1.1 -0.2
H -1.593 -0.585 -1.684 0.0 0.3 -0.7
H -1.837 -0.674 0.022 -1.0 0.5 0.8
H 0.493 -1.255 0.182 -1.0 0.1 -0.6
```
Positions in Å, forces in eV/Å.

Calculated values
* relative energy (zero: lowest compared OMol25 entry of this formula, charge and spin): 836.7 kJ/mol
* frontier orbital gap: 7.245 eV
* highest occupied orbital energy: -7.678 eV
* LUMO: -0.434 eV
* SMILES: NC(N)=O.NC(N)=O.NC(N)=O.NC(N)=O.NC(N)=O.NC(N)=O.CCO.CCO.CCO.CCO.CO

***

2.
Below is a cluster of 12 separate species, C15H54O12 in total, with properties calculated with ωB97M-V with the def2-TZVPD basis set.

Geometry as XYZ:
```
81
Properties=species:S:1:pos:R:3:forces:R:3
C 4.407 -0.946 -2.159 -1.0 1.0 -0.9
C 5.168 0.210 -2.832 -1.1 0.0 0.5
O 6.497 0.095 -2.457 2.0 -0.3 -0.7
H 4.867 -1.870 -2.510 0.4 0.0 0.8
H 3.379 -1.083 -2.493 -0.2 0.5 -0.2
H 4.294 -0.730 -1.097 0.6 -0.7 0.1
H 4.912 1.243 -2.594 -1.0 -0.1 0.5
H 5.015 0.179 -3.911 0.7 -0.4 -0.2
H 6.586 0.029 -1.503 -0.3 0.0 0.1
C -3.793 -2.742 -4.255 0.4 2.0 0.6
C -2.665 -2.585 -3.229 -0.6 -1.3 -0.7
O -2.615 -3.910 -2.760 0.6 -0.5 1.1
H -4.661 -3.074 -3.685 0.1 -0.3 -0.2
H -3.535 -3.417 -5.072 0.0 0.1 0.2
H -4.026 -1.728 -4.578 -0.2 -0.1 -0.8
H -2.897 -1.876 -2.434 -0.4 0.1 0.1
H -1.675 -2.315 -3.598 0.0 0.3 -0.6
H -2.354 -3.880 -1.836 0.2 -0.4 0.3
C -1.785 0.363 5.984 -1.0 -2.2 1.0
C -1.282 -0.031 4.620 -0.1 0.4 -0.7
O -0.467 0.950 4.055 0.9 0.9 -0.7
H -2.725 -0.173 6.118 -0.6 0.1 -0.1
H -2.002 1.378 6.316 0.6 0.1 -0.6
H -1.229 -0.225 6.715 0.6 0.8 0.4
H -2.076 -0.162 3.884 -0.3 0.1 0.2
H -0.742 -0.978 4.618 -0.1 -0.2 0.4
H 0.412 0.899 4.438 0.1 0.0 0.0
C -0.241 0.566 0.465 -0.1 -1.2 0.0
C 0.030 -0.739 -0.375 0.8 1.2 0.9
O 1.177 -1.442 0.178 -1.0 1.1 -0.1
H 0.619 1.113 0.853 0.4 -0.3 -0.5
H -0.768 0.293 1.379 -0.3 0.1 -0.1
H -0.839 1.251 -0.135 -0.1 -0.1 0.1
H 0.190 -0.434 -1.409 0.3 -0.3 -0.1
H -0.869 -1.354 -0.342 0.0 -0.2 0.0
H 1.499 -2.121 -0.420 -0.2 -0.3 -0.7
C -4.496 0.716 2.811 1.0 1.8 -0.1
C -4.076 1.051 1.337 -0.8 0.3 1.8
O -4.489 0.076 0.465 -0.2 -1.8 -1.5
H -4.388 -0.322 3.126 -0.2 0.0 -0.3
H -5.421 1.203 3.123 -0.7 -0.7 -0.6
H -3.859 1.322 3.455 0.6 -0.3 0.1
H -2.997 1.169 1.234 0.0 0.0 0.1
H -4.575 1.966 1.018 0.2 0.6 0.3
H -5.263 -0.376 0.809 0.0 0.1 0.0
C 3.854 -0.139 1.895 -0.1 0.4 -1.0
O 4.778 0.934 2.110 0.0 -0.8 0.3
H 3.939 -1.022 2.527 0.2 0.5 0.6
H 2.846 0.275 1.914 -0.2 -0.4 0.3
H 3.996 -0.520 0.884 0.0 -0.1 -0.2
H 4.222 1.713 2.033 -0.1 0.3 0.1
C -1.966 4.044 -0.735 1.4 0.7 1.6
O -2.036 4.981 -1.787 -1.4 -0.2 -1.2
H -2.219 2.996 -0.895 -0.3 0.4 -1.1
H -0.900 4.095 -0.514 0.1 -0.7 1.0
H -2.552 4.363 0.128 0.0 0.1 0.1
H -1.691 5.830 -1.501 0.0 -0.1 0.2
C 1.703 -3.927 -3.013 0.6 -0.9 -0.8
O 1.922 -3.505 -1.693 0.1 0.4 0.7
H 2.577 -3.757 -3.642 0.1 0.7 -0.2
H 1.672 -5.017 -3.010 -0.8 -0.1 -0.2
H 0.820 -3.458 -3.448 0.0 -0.2 0.2
H 2.450 -4.196 -1.287 0.0 0.2 0.2
C 3.966 4.150 2.178 -3.1 1.4 -0.9
O 2.935 3.128 2.015 1.1 -1.5 0.9
H 4.841 4.077 1.533 0.0 -0.4 0.4
H 3.287 4.932 1.837 1.3 1.4 -0.3
H 4.104 4.444 3.219 0.5 -0.9 0.0
H 2.353 3.337 1.281 0.3 0.2 0.0
C -2.064 2.311 -3.486 -0.3 -0.7 -1.1
O -1.097 3.302 -3.684 0.5 -0.4 0.1
H -2.091 1.670 -4.367 -0.1 0.2 -0.3
H -1.845 1.581 -2.707 0.0 0.3 0.7
H -3.045 2.775 -3.377 -0.2 -0.3 0.3
H -1.259 3.915 -2.963 0.2 0.7 -0.1
O -1.788 -4.158 -0.038 -0.1 0.1 -0.1
H -1.561 -3.459 0.575 0.1 0.3 0.2
H -1.647 -4.966 0.455 0.0 -0.3 0.0
O 1.626 -2.775 2.450 0.1 -0.6 0.9
H 2.262 -3.353 2.029 0.1 -0.1 0.0
H 1.365 -2.163 1.762 -0.2 0.5 -0.6
```
Positions in Å, forces in eV/Å.

Calculated values
* relative energy (zero: lowest compared OMol25 entry of this formula, charge and spin): 629.4 kJ/mol
* frontier orbital gap: 9.826 eV
* highest occupied orbital energy: -9.640 eV
* LUMO: 0.186 eV
* SMILES: CCO.CCO.CCO.CCO.CCO.CO.CO.CO.CO.CO.O.O

***

3.
Below is a cluster of 13 separate species, C15H56N10O13 in total, with properties calculated with ωB97M-V with the def2-TZVPD basis set.

Geometry as XYZ:
```
94
Properties=species:S:1:pos:R:3:forces:R:3
C 3.742 -0.476 -0.974 -1.2 0.1 1.0
C 3.851 -1.460 0.163 1.9 -0.5 -0.4
O 3.297 -0.807 1.306 0.4 -0.4 0.1
H 4.209 0.476 -0.691 -0.2 -0.2 -0.3
H 2.688 -0.346 -1.255 0.1 0.4 0.5
H 4.139 -0.861 -1.857 1.3 -0.7 -1.4
H 4.956 -1.782 0.325 -1.5 0.9 0.1
H 3.353 -2.411 -0.025 -0.4 0.1 -0.2
H 3.658 -1.274 2.061 -0.2 0.0 0.5
C 2.145 -1.023 -4.335 -0.6 -0.2 -1.2
C 1.308 0.227 -4.076 -0.1 -0.6 -1.4
O -0.062 -0.154 -3.927 -0.7 0.3 -0.7
H 3.203 -0.887 -4.324 0.8 0.5 0.5
H 2.012 -1.466 -5.325 -0.5 0.4 -0.3
H 1.883 -1.836 -3.692 -0.1 -0.3 0.9
H 1.338 0.928 -4.917 0.5 0.0 0.1
H 1.644 0.703 -3.189 0.3 0.7 0.9
H -0.679 0.570 -4.209 0.9 -0.6 0.6
C -3.388 -0.574 0.424 4.4 -4.3 -3.8
O -2.605 -1.497 -0.266 -3.5 4.9 3.5
N -3.027 0.631 0.840 1.0 2.5 1.2
N -4.648 -0.847 0.600 -3.2 -0.3 0.9
H -2.050 0.933 0.801 -0.5 -0.5 0.0
H -3.634 1.248 1.424 0.6 -1.2 -1.0
H -5.257 -0.247 1.188 0.7 -0.9 -1.0
H -5.038 -1.580 0.033 0.0 -0.2 0.3
C -0.260 -1.281 3.436 -6.8 -4.0 -5.9
O -1.269 -1.803 2.612 4.5 2.6 2.9
N -0.494 -1.164 4.678 -2.1 0.7 6.3
N 0.892 -0.942 2.988 2.0 0.4 -0.8
H -1.403 -1.333 5.172 1.3 0.0 -1.7
H 0.154 -0.657 5.264 0.2 -0.4 0.0
H 1.024 -1.078 2.002 0.5 0.3 0.0
H 1.514 -0.365 3.555 0.1 -0.8 -0.7
C 2.630 0.669 5.339 5.8 -2.6 5.1
O 3.491 0.276 6.360 -3.8 2.1 -5.4
N 2.877 0.688 4.048 2.6 -0.5 -1.2
N 1.407 0.934 5.608 -5.6 1.8 2.3
H 3.832 0.383 3.873 -0.4 0.3 -0.5
H 2.340 1.179 3.307 0.7 0.3 0.3
H 1.234 1.180 6.602 -0.1 -0.4 -1.3
H 0.663 1.129 4.875 1.7 0.4 1.2
C -1.510 -3.760 -3.110 -5.5 0.4 4.2
O -2.461 -3.610 -2.179 4.2 -0.8 -3.3
N -1.185 -2.856 -3.957 0.7 4.2 -2.3
N -0.923 -4.903 -3.377 0.6 -4.1 0.6
H -1.434 -1.866 -3.908 -0.1 -0.8 0.1
H -0.545 -3.076 -4.693 0.3 0.1 0.0
H -1.309 -5.646 -2.770 0.8 0.3 -1.1
H -0.415 -5.093 -4.266 -0.8 0.1 1.5
C 0.197 0.588 -0.429 5.1 3.7 -5.8
O 1.110 1.599 -0.802 -4.5 -4.3 1.1
N -0.326 -0.301 -1.224 -0.6 -1.5 -1.9
N -0.147 0.410 0.760 -0.8 2.0 6.5
H -0.071 -0.310 -2.184 -0.2 0.4 -1.0
H -1.095 -0.949 -0.929 0.2 0.7 0.2
H 0.178 1.255 1.263 -0.3 -1.5 0.9
H -0.680 -0.394 1.161 0.4 0.5 -0.3
C 0.537 -3.116 -0.280 2.2 0.2 -1.1
O 1.002 -2.769 -1.629 -0.1 -1.1 1.2
H 0.773 -4.151 -0.030 0.0 0.1 -0.4
H -0.471 -2.932 -0.155 -2.3 0.1 0.0
H 1.038 -2.486 0.442 0.5 0.2 0.3
H 0.620 -1.908 -1.818 0.0 -0.1 0.2
C 3.301 2.908 1.456 -0.4 -1.0 -0.4
O 2.420 1.811 1.648 -1.2 0.1 0.6
H 4.126 2.639 2.117 0.5 1.1 -0.1
H 2.729 3.826 1.734 0.9 -0.6 -0.3
H 3.611 2.870 0.388 -0.1 0.7 0.7
H 2.797 0.997 1.291 0.0 0.0 -0.3
C -3.502 -0.618 -3.229 0.7 -1.1 3.0
O -2.937 -0.646 -4.487 -0.2 0.2 -1.8
H -2.750 -0.330 -2.473 -0.1 0.1 -0.2
H -3.801 -1.611 -2.820 0.3 0.3 -1.0
H -4.331 0.026 -3.085 -1.1 0.9 -0.4
H -2.972 0.243 -4.873 0.1 -0.6 0.2
C -2.071 2.430 -2.547 -2.9 0.0 0.7
O -1.870 2.113 -3.892 1.0 0.3 -1.5
H -2.938 1.803 -2.315 0.2 0.2 1.1
H -2.404 3.461 -2.332 0.4 0.0 -0.5
H -1.274 2.194 -1.887 1.1 -0.4 0.0
H -2.724 2.122 -4.341 0.3 0.3 0.2
C -1.508 1.747 3.751 -0.5 -1.3 -1.2
O -0.216 2.022 3.290 0.9 0.5 0.2
H -1.800 0.825 3.249 -0.2 -0.4 0.4
H -2.193 2.453 3.348 -0.7 1.0 0.2
H -1.604 1.608 4.819 0.1 0.3 0.4
H -0.219 2.929 2.933 0.1 -0.1 0.4
C -0.941 3.871 0.792 0.9 0.4 -0.9
O -0.991 4.372 2.081 -0.5 0.6 2.2
H -1.771 3.211 0.595 -0.5 -0.2 -0.4
H -0.010 3.277 0.753 -0.3 0.5 -0.7
H -0.945 4.773 0.151 0.2 -1.0 -0.6
H -1.760 4.948 2.181 0.3 -0.2 0.1
```
Positions in Å, forces in eV/Å.

Calculated values
* relative energy (zero: lowest compared OMol25 entry of this formula, charge and spin): 622.6 kJ/mol
* frontier orbital gap: 8.354 eV
* highest occupied orbital energy: -8.417 eV
* LUMO: -0.063 eV